{"formula": "C5H12NOS", "method": "ωB97M-V with the def2-TZVPD basis set", "species": ["C", "C", "C", "C", "C", "N", "O", "S", "H", "H", "H", "H", "H", "H", "H", "H", "H", "H", "H", "H"], "xyz": [[0.748, 0.187, 1.135], [0.319, -1.328, 1.138], [-0.440, -0.128, -0.858], [2.008, 0.304, -1.003], [-2.849, -0.375, 0.122], [0.720, 0.697, -0.297], [-1.720, 0.478, 0.269], [-0.125, -1.791, -0.537], [0.022, 0.701, 1.817], [1.745, 0.504, 1.466], [1.064, -2.009, 1.425], [-0.579, -1.532, 1.707], [-0.750, 0.269, -1.782], [2.026, -0.803, -0.884], [2.029, 0.685, -1.976], [2.793, 0.700, -0.268], [-3.338, -0.240, 1.099], [-2.593, -1.378, -0.149], [-3.441, 0.031, -0.687], [0.658, 1.778, -0.274]], "lowdin_charge": [-0.129, -0.343, -0.384, 0.020, -0.140, -0.153, -0.226, 1.036, 0.145, 0.126, 0.069, 0.089, 0.116, 0.075, 0.090, 0.134, 0.110, 0.038, 0.086, 0.239], "lumo_energy_ev": -3.18, "max_force_ev_per_a": 4.8, "de_lowest_kcal_mol": 48.1, "molar_mass_g_mol": 134.2, "orbital_gap_ev": 10.64, "charge": 1}